Density functional theory data (the ωB97M-V functional and the def2-TZVPD basis) for a molecular structure, C20H30F6IrN2O4S2.

Calculated values
- strongest force on any atom (eV/A) = 1.8
- frontier orbital gap (Ha) = 0.32002
- highest occupied orbital energy (eV) = -13.08
- ΔE to the lowest compared entry with this formula, charge and spin (kJ/mol) = 74.9
- total charge = +1
- 2S+1 = 1
- E_tot (hartree) = -2690.198284

```
65
C20H30F6IrN2O4S2, DFT the ωB97M-V functional and the def2-TZVPD basis
Ir -0.640 0.293 0.890
C 1.448 0.050 0.854
C 1.171 0.083 -0.585
C 0.331 -1.045 -0.859
C 0.037 -1.673 0.418
C 0.896 -1.121 1.449
C 1.329 -1.766 2.739
C 0.289 -2.759 3.256
C 1.692 -0.728 3.802
C 2.600 -2.550 2.346
C -0.102 -1.734 -2.155
C -0.927 -2.996 -1.856
C -0.924 -0.904 -3.146
C 1.220 -2.205 -2.799
C 1.929 1.126 -1.414
C 1.389 1.396 -2.817
C 3.379 0.618 -1.510
C 1.926 2.476 -0.672
H 2.130 0.716 1.356
H -0.572 -2.551 0.538
H -0.658 -2.287 3.512
H 0.673 -3.246 4.153
H 0.093 -3.542 2.522
H 0.864 -0.060 4.030
H 2.547 -0.122 3.499
H 1.973 -1.240 4.723
H 2.378 -3.315 1.601
H 3.004 -3.044 3.230
H 3.371 -1.888 1.947
H -1.863 -2.757 -1.345
H -0.373 -3.732 -1.272
H -1.187 -3.465 -2.804
H -1.947 -0.780 -2.785
H -0.970 -1.461 -4.083
H -0.518 0.075 -3.355
H 1.825 -2.784 -2.096
H 1.819 -1.379 -3.168
H 0.981 -2.852 -3.644
H 1.404 0.519 -3.455
H 2.033 2.139 -3.289
H 0.378 1.801 -2.792
H 3.452 -0.302 -2.090
H 3.808 0.432 -0.523
H 3.989 1.378 -2.000
H 0.919 2.784 -0.393
H 2.334 3.239 -1.334
H 2.549 2.474 0.223
F -4.076 4.068 1.849
C -3.064 3.251 2.055
F -2.519 3.487 3.242
F -3.503 1.987 2.028
S -1.801 3.485 0.734
O -0.774 2.454 0.988
O -1.333 4.814 0.877
N -2.587 3.231 -0.591
S -2.678 1.874 -1.404
O -2.174 1.992 -2.728
O -2.273 0.670 -0.655
C -4.504 1.670 -1.545
F -5.033 2.746 -2.090
F -4.739 0.610 -2.306
F -5.024 1.473 -0.340
N -1.817 0.284 3.728
C -1.369 0.274 2.666
H -2.214 0.321 4.646
```